Record 1
Formula: C9H17Br8Cl3
Source: the OMol25 dataset
Level of theory: the ωB97M-V functional and the def2-TZVPD basis

XYZ file:
```
37
Properties=species:S:1:pos:R:3:forces:R:3:lowdin_charge:R:1
Cl -0.131 1.259 -1.774 0.043 0.117 0.026 0.55
C 0.779 1.201 -0.252 -0.212 0.023 -0.231 -1.51
Cl 2.231 2.177 -0.340 0.026 -0.019 0.072 0.54
Cl 1.130 -0.492 0.117 0.060 0.507 0.084 0.62
H 0.153 1.618 0.524 -0.088 -0.182 0.077 -0.06
Br 4.592 0.986 -2.611 0.326 0.025 -0.129 0.63
C 3.725 -0.727 -2.379 -0.695 0.400 0.658 -0.76
C 4.334 -1.750 -3.249 0.567 -0.239 -0.989 -0.71
Br 3.415 -3.428 -2.949 0.059 -0.237 0.006 0.67
H 2.678 -0.560 -2.610 -0.047 -0.035 -0.062 0.04
H 3.795 -1.026 -1.336 0.130 0.219 0.076 0.03
H 5.401 -1.858 -3.074 -0.054 -0.294 0.255 0.06
H 4.219 -1.540 -4.309 -0.146 0.108 0.024 0.06
Br -1.186 2.162 6.725 0.071 -0.045 0.209 0.65
C -1.628 2.338 4.860 -0.040 0.641 -0.381 -0.75
C -1.478 1.036 4.150 0.073 -0.758 0.439 -0.72
Br -2.041 1.267 2.320 -0.019 -0.043 -0.265 0.68
H -0.967 3.078 4.418 0.054 0.078 0.175 0.06
H -2.644 2.708 4.783 -0.074 -0.015 0.152 0.05
H -2.105 0.268 4.595 -0.126 0.014 -0.124 0.06
H -0.457 0.668 4.177 0.085 0.109 -0.200 0.06
Br -1.000 -3.753 0.866 -0.048 -0.082 -0.044 0.64
C 0.792 -3.342 1.484 -0.300 0.473 0.691 -0.75
C 1.775 -3.584 0.403 0.204 -0.404 -1.376 -0.80
Br 3.598 -3.432 1.026 0.071 0.113 0.159 0.63
H 0.985 -3.911 2.386 -0.048 -0.215 -0.049 0.06
H 0.760 -2.286 1.742 0.035 -0.164 0.184 -0.01
H 1.662 -2.884 -0.424 0.059 0.076 0.193 -0.03
H 1.679 -4.555 -0.078 0.036 -0.175 0.399 0.05
Br -4.356 2.856 -0.180 0.017 -0.003 0.007 0.61
C -3.752 2.116 -1.878 0.236 -0.020 0.101 -0.72
C -4.758 2.453 -2.937 -0.399 0.088 0.257 -0.74
Br -4.133 1.854 -4.665 0.039 -0.063 -0.102 0.64
H -3.645 1.048 -1.726 -0.031 -0.056 -0.040 0.06
H -2.776 2.544 -2.079 -0.001 0.081 0.008 0.02
H -4.939 3.521 -2.995 0.131 0.057 -0.109 0.05
H -5.706 1.967 -2.727 0.006 -0.081 -0.151 0.06
```
Positions in Å, forces in eV/Å.

**Frontier orbital gap**: 10.63 eV
**Structure (SMILES)**: ClC(Cl)Cl.BrCCBr.BrCCBr.BrCCBr.BrCCBr
**Strongest force on any atom**: 1.448 eV/Å
**Energy**: -607516.47103 eV
**Molar mass**: 870.83 g/mol
**HOMO level**: -10.2744 eV



Record 2
Formula: CH5N3S
Source: the OMol25 dataset
Level of theory: the ωB97M-V functional and the def2-TZVPD basis

XYZ file:
```
10
Properties=species:S:1:pos:R:3:forces:R:3:lowdin_charge:R:1
N 1.329 -1.060 -0.063 -1.215 0.585 0.957 -0.05
N 1.359 0.277 -0.462 -1.040 -0.319 0.548 -0.10
C 0.323 0.997 -0.342 -1.601 3.049 1.038 -0.29
N -1.022 0.651 0.281 0.756 2.328 0.954 -0.54
S -2.192 -0.373 -0.338 1.522 -3.449 -0.684 0.63
H 0.419 -1.219 0.631 3.852 0.170 -1.598 0.11
H 2.365 -1.244 0.147 -2.715 -0.310 0.452 0.11
H 0.477 2.177 -0.404 -0.424 -2.743 -0.368 0.13
H -1.660 1.434 0.701 2.690 -1.392 -0.975 0.08
H -1.397 -1.641 -0.151 -1.826 2.081 -0.323 -0.08
```
Positions in Å, forces in eV/Å.

**Frontier orbital gap**: 8.82 eV
**Structure (SMILES)**: N/N=C\NS
**Strongest force on any atom**: 4.174 eV/Å
**Energy**: -16420.11073 eV
**Molar mass**: 91.14 g/mol
**HOMO level**: -8.3138 eV



Record 3
Formula: C3H13N2
Source: the OMol25 dataset
Level of theory: the ωB97M-V functional and the def2-TZVPD basis

XYZ file:
```
18
Properties=species:S:1:pos:R:3:forces:R:3:lowdin_charge:R:1
C -2.285 1.044 0.773 -0.308 -0.083 1.254 -0.15
N -0.827 1.160 0.906 -0.020 -0.168 0.421 -0.07
H -2.610 0.063 1.118 0.162 -0.147 -0.132 0.08
H -2.897 1.744 1.344 0.324 0.274 0.125 0.08
H -2.570 1.160 -0.231 -0.361 0.082 -1.478 0.05
H -0.426 -0.144 -0.406 0.237 0.767 0.148 0.10
H -0.599 1.005 1.884 0.156 -0.128 -0.095 0.09
H -0.499 2.103 0.727 -0.205 0.043 -0.161 0.09
C 1.706 -1.202 0.467 0.055 0.786 -0.392 -0.06
C 1.529 -0.674 -0.951 1.852 0.922 0.212 -0.21
N 0.087 -0.449 -1.266 0.423 -1.238 -0.174 0.17
H 1.000 -2.004 0.605 -0.020 -0.440 0.577 0.08
H 2.729 -1.491 0.693 -0.015 -0.449 -0.438 0.09
H 1.549 -0.373 1.156 -0.521 -0.197 0.100 0.07
H 2.083 0.258 -1.062 -0.458 0.384 0.221 0.13
H 2.025 -1.249 -1.731 -0.615 -0.648 -0.008 0.13
H -0.032 0.217 -2.025 -0.193 0.012 0.008 0.17
H -0.249 -1.369 -1.554 -0.492 0.231 -0.187 0.17
```
Positions in Å, forces in eV/Å.

**Frontier orbital gap**: 11.00 eV
**Strongest force on any atom**: 2.080 eV/Å
**Total charge**: +1
**Energy**: -6295.64165 eV
**Molar mass**: 77.15 g/mol
**HOMO level**: -14.2522 eV



Copy entry 3 word for word.
Formula: C3H13N2
Source: the OMol25 dataset
Level of theory: the ωB97M-V functional and the def2-TZVPD basis

XYZ file:
```
18
Properties=species:S:1:pos:R:3:forces:R:3:lowdin_charge:R:1
C -2.285 1.044 0.773 -0.308 -0.083 1.254 -0.15
N -0.827 1.160 0.906 -0.020 -0.168 0.421 -0.07
H -2.610 0.063 1.118 0.162 -0.147 -0.132 0.08
H -2.897 1.744 1.344 0.324 0.274 0.125 0.08
H -2.570 1.160 -0.231 -0.361 0.082 -1.478 0.05
H -0.426 -0.144 -0.406 0.237 0.767 0.148 0.10
H -0.599 1.005 1.884 0.156 -0.128 -0.095 0.09
H -0.499 2.103 0.727 -0.205 0.043 -0.161 0.09
C 1.706 -1.202 0.467 0.055 0.786 -0.392 -0.06
C 1.529 -0.674 -0.951 1.852 0.922 0.212 -0.21
N 0.087 -0.449 -1.266 0.423 -1.238 -0.174 0.17
H 1.000 -2.004 0.605 -0.020 -0.440 0.577 0.08
H 2.729 -1.491 0.693 -0.015 -0.449 -0.438 0.09
H 1.549 -0.373 1.156 -0.521 -0.197 0.100 0.07
H 2.083 0.258 -1.062 -0.458 0.384 0.221 0.13
H 2.025 -1.249 -1.731 -0.615 -0.648 -0.008 0.13
H -0.032 0.217 -2.025 -0.193 0.012 0.008 0.17
H -0.249 -1.369 -1.554 -0.492 0.231 -0.187 0.17
```
Positions in Å, forces in eV/Å.

**Frontier orbital gap**: 11.00 eV
**Strongest force on any atom**: 2.080 eV/Å
**Total charge**: +1
**Energy**: -6295.64165 eV
**Molar mass**: 77.15 g/mol
**HOMO level**: -14.2522 eV